[1]
Here is a molecular structure, C25H20BCl5CoF6N9O5S2 from the OMol25 dataset. Energies are from wB97M-V/def2-TZVPD.

Element x y z (Å)
N -2.471 0.501 2.074
C 4.963 -2.367 -0.532
F 4.573 -0.367 5.149
N -4.399 2.083 1.766
S 3.732 -2.989 0.693
F 4.655 -2.846 -1.744
H -3.781 -1.908 -3.521
C -6.675 4.822 2.074
C -2.939 -1.496 -2.967
C -4.807 -0.204 -1.789
N -3.644 0.657 -0.134
N -1.056 1.963 -0.040
C 0.883 0.254 0.264
H -2.312 -0.951 -3.674
C 0.614 -0.945 -4.592
C 4.742 -1.437 4.365
H 1.198 2.006 -1.614
H -5.611 -0.475 -2.449
Co -0.921 0.059 -0.301
S 3.903 -1.107 2.759
F 6.196 -2.754 -0.224
C 0.562 -1.793 -3.486
H -5.303 0.350 2.611
F 4.934 -1.034 -0.596
C -0.072 -2.181 2.384
O 2.511 -0.955 3.103
C -4.867 0.592 -0.668
H -2.370 -2.330 -2.563
C -2.619 0.254 3.384
Cl 1.045 -3.430 -3.546
O 3.841 -4.412 0.614
C 0.126 0.363 -4.493
C -1.751 -0.754 3.735
H -0.575 -3.075 2.004
C -0.776 4.153 0.211
C -0.217 2.981 -0.293
C -1.069 -1.091 2.562
O 4.575 0.032 2.202
H -0.352 5.140 0.153
C -5.971 3.506 2.092
N -1.511 -0.310 1.568
N -4.770 3.374 1.561
H 1.208 3.763 -1.641
N -2.136 2.470 0.610
Cl -1.117 2.410 -3.239
B -3.189 1.468 1.114
O 2.506 -2.370 0.236
C -3.473 -0.602 -1.898
N -2.776 -0.066 -0.882
C -6.418 2.277 2.631
C -5.393 1.403 2.398
C -0.344 0.053 -2.150
C -1.980 3.788 0.770
N 4.255 -2.483 2.072
H -6.824 5.199 3.087
H -7.355 2.071 3.121
H -2.756 4.357 1.250
Cl 0.127 1.366 -5.886
Cl -0.260 -2.192 -0.882
H 0.754 -1.930 1.725
Cl 1.243 -1.532 -6.074
H -7.656 4.735 1.607
H 1.919 2.908 -0.277
H -1.605 -1.185 4.710
H -3.318 0.818 3.975
C 0.074 -1.244 -2.319
C 1.098 2.894 -0.995
F 6.045 -1.642 4.202
H -6.088 5.549 1.517
F 4.211 -2.495 4.978
H -5.690 1.119 -0.216
C -0.374 0.853 -3.279
H 0.374 -2.432 3.344
O 1.936 0.372 0.605

Summary:
Frontier orbital gap = 7.8 eV
Energy above the lowest of the compared OMol25 structures with the same formula, charge and spin = 0.191 eV
HOMO energy = -9.5 eV
LUMO = -0.0633 Ha
Net charge = 0
Max |F| = 0.37 eV/A

Mulliken atomic charge list, values in e, 5 entries: number 1, N, carries 0.730; number 2, C, carries 0.636; number 3, F, carries -0.211; number 4, N, carries 0.602; number 5, S, carries 0.904


[2]
Here is a molecular structure, C25H20BF2N3Ni from the OMol25 dataset. Energies are from wB97M-V/def2-TZVPD.

Element x y z (Å)
H 0.403 0.436 2.798
C -1.571 4.418 1.889
C -0.536 2.642 3.738
F 1.860 -1.317 1.923
C 0.390 1.181 2.006
H -2.295 5.523 3.579
H 1.873 4.046 -3.366
C 1.685 3.410 -2.512
C 1.449 -2.394 -2.940
H -1.990 5.103 1.163
C 0.596 -3.213 -2.197
C 2.044 -4.246 -4.349
H 1.104 -6.111 -3.863
C 0.637 1.485 -1.538
C 1.201 -5.064 -3.605
H -0.145 1.935 4.459
C -0.330 2.409 2.377
H 2.504 3.093 0.761
H -0.051 0.636 -1.703
N -0.916 -3.431 -0.478
H -0.175 -5.197 -1.958
C 0.871 2.295 -2.641
H 1.559 -1.349 -2.668
H -2.015 0.235 1.714
B 1.726 -0.573 0.829
C -2.172 -0.833 1.625
C -3.242 -2.868 2.250
C -3.075 -1.480 2.426
C -1.746 4.652 3.247
C -2.521 -3.516 1.290
H 2.600 -4.649 -5.185
H 2.822 -2.255 -4.570
H -3.640 -0.926 3.161
H -0.749 3.142 0.393
H 0.414 2.052 -3.590
H 2.910 4.560 -1.178
C 1.212 1.760 -0.300
Ni 0.012 -0.814 -0.468
H -3.939 -3.418 2.868
C 2.038 2.876 -0.191
C -1.227 3.761 4.173
C 2.266 3.696 -1.284
N -1.437 -1.457 0.686
C 1.016 0.841 0.861
H -2.619 -4.575 1.105
C -0.865 3.310 1.453
N -0.112 -2.621 -1.144
F 2.512 -0.866 -0.227
H -1.368 3.931 5.233
C 0.480 -4.562 -2.536
C -1.609 -2.785 0.493
C 2.165 -2.905 -4.006

Summary:
Frontier orbital gap (spin up / spin down) = 5.6 / 7.2 eV
HOMO energy (spin up / spin down) = -6.2 / -7.9 eV
LUMO (spin up / spin down) = -0.0231 / -0.0273 Ha
⟨S²⟩ = 2.0299
Net charge = 0
2S+1 = 3
Max |F| = 0.61 eV/A

Mulliken atomic charge list, values in e, 5 entries: number 1, H, carries 0.411; number 2, C, carries -0.783; number 3, C, carries -0.540; number 4, F, carries -0.240; number 5, C, carries -0.981


[3]
Here is a molecular structure, C25H20BLuN9 in a non-equilibrium geometry from the OMol25 dataset. Energies are from wB97M-V/def2-TZVPD.

Element x y z (Å)
H 3.042 2.377 4.248
C 1.350 5.408 -0.649
N -6.682 -6.531 -1.011
C 1.173 -2.993 -1.935
H 1.448 0.466 5.240
H -3.370 -5.920 0.023
H 3.818 3.255 2.154
H 0.009 3.963 -1.713
H -0.914 -3.686 -2.315
C -1.920 -1.555 -0.801
B 3.111 2.683 1.423
C -4.127 -2.415 -1.598
Lu 0.910 1.018 -0.158
C -0.229 -2.927 -1.935
H 2.639 -1.528 -1.026
N 1.348 3.170 -0.335
C 4.094 0.659 -1.405
H -4.350 -1.421 -2.003
N -1.387 0.826 -0.128
C 1.517 0.760 4.199
N 2.103 1.896 2.355
H 5.952 2.249 0.755
C -2.945 -2.642 -0.917
C 1.621 -1.842 -1.201
C 0.809 0.299 3.058
N 1.172 1.024 1.924
H 2.996 5.597 0.937
C -3.539 0.116 0.270
H 6.326 0.956 -1.675
C 2.314 5.043 0.328
H 0.092 -0.541 2.878
C -4.927 -4.639 -0.946
H -1.646 2.737 0.704
C 0.807 4.169 -1.025
C -2.666 -3.946 -0.408
N 0.586 -1.069 -0.789
C -3.639 -4.912 -0.381
C 5.387 1.137 -1.128
H -4.267 2.156 0.907
C -5.857 -5.725 -0.945
N 3.941 1.785 0.467
H -5.990 -3.365 -2.319
C 2.409 1.706 3.685
N 2.316 3.701 0.499
C -0.560 -1.788 -1.159
C -3.477 1.496 0.550
C -2.135 1.834 0.461
C -5.117 -3.429 -1.685
H 3.689 0.014 -2.221
H 0.971 6.434 -0.886
H 1.795 -3.869 -2.163
C -2.261 -0.287 -0.219
N 3.255 0.957 -0.412
H -1.717 -4.211 0.062
C 5.215 1.825 0.080
H -4.490 -0.479 0.284

Summary:
Frontier orbital gap = 6.6 eV
Energy above the lowest of the compared OMol25 structures with the same formula, charge and spin = 0.000 eV
HOMO energy = -10.6 eV
LUMO = -0.1459 Ha
Net charge = +1
Max |F| = 4.71 eV/A

Mulliken atomic charge list, values in e, 5 entries: number 1, H, carries 0.422; number 2, C, carries -1.024; number 3, N, carries -0.458; number 4, C, carries -1.441; number 5, H, carries 0.399